1.
Below is 9 unconnected molecules or ions with the total composition C16H50N4O16, with properties calculated with the ωB97M-V functional and the def2-TZVPD basis.

Bonds (Å) are listed after each position.
Atoms and positions in Å:
1 H -4.6875 -3.4006 -0.9440  C65 1.090
2 H -3.9381 -1.1139 2.3120  N32 1.010
3 C -1.3594 -1.2356 2.3230  O6 1.481, C45 1.526, H49 1.090, H54 1.090
4 C 2.7282 -2.4915 -2.1828  C10 1.551, H50 1.090, O68 1.396, H72 1.090
5 H -2.3859 3.5553 1.7296  N71 1.010
6 O -2.3878 -1.2153 1.2570  C3 1.481, H81 0.960
7 C -5.3931 0.2586 2.2617  N31 1.237, N32 1.273, O62 1.176
8 O -1.4846 -3.5712 3.0928  H35 0.960, C45 1.417
9 H 0.1388 -0.5060 -2.7709  C26 1.090
10 C 1.6245 -3.4290 -1.6283  C4 1.551, H46 1.090, H76 1.090, O83 1.472
11 H 1.8415 -0.3917 -4.5838  C51 1.090
12 C 4.0993 0.3025 2.2807  C37 1.501, O41 1.447, H60 1.090, H64 1.090
13 H -3.8226 -2.0886 -0.7316  C65 1.090
14 H -3.0377 -4.6344 0.3931  O58 0.960
15 H 4.3290 -2.7355 -3.1949  O68 0.960
16 O 2.1094 1.2982 3.0519  C37 1.441, H86 0.960
17 N 0.4505 4.0953 2.9841  H21 1.010, C33 1.294, H78 1.010
18 C -2.4490 -3.3513 -1.7826  O28 1.361, H40 1.090, H43 1.090, C65 1.554
19 H -1.0508 1.6135 0.5825  C20 1.090
20 C -0.5258 1.1882 -0.2728  H19 1.090, C30 1.517, O82 1.405, H84 1.090
21 H 0.1456 3.9805 3.9401  N17 1.010
22 H -0.1653 0.8093 -6.1340  O25 0.960
23 H -0.5624 -1.2489 -4.1550  C26 1.090
24 H 0.7154 -0.1449 0.6223  C30 1.090
25 O 0.5709 0.1965 -6.0705  H22 0.960, C51 1.391
26 C -0.2066 -0.2886 -3.7816  H9 1.090, H23 1.090, C51 1.581, O73 1.447
27 H -1.4653 -0.5473 -0.1701  O82 0.960
28 O -2.1082 -4.6384 -2.0645  C18 1.361, H29 0.960
29 H -1.2365 -4.5256 -2.4505  O28 0.960
30 C 0.8892 0.8077 0.1219  C20 1.517, H24 1.090, H70 1.090, O74 1.455
31 N -4.6190 0.8024 1.4649  C7 1.237, H61 1.010, H69 1.010
32 N -4.9200 -0.9107 2.4333  H2 1.010, C7 1.273, H85 1.010
33 C -0.3595 3.9370 1.9871  N17 1.294, O55 1.226, N71 1.323
34 O 1.4299 3.5148 -1.4879  H57 0.960, C80 1.427
35 H -1.8750 -4.1575 3.7451  O8 0.960
36 O 3.6205 4.7232 0.0207  H44 0.960, C53 1.400
37 C 3.4265 0.9028 3.4812  C12 1.501, O16 1.441, H38 1.090, H79 1.090
38 H 3.9151 1.8000 3.8611  C37 1.090
39 H 4.8106 3.9072 -1.4629  C53 1.090
40 H -1.6432 -2.8203 -1.2757  C18 1.090
41 O 3.4916 -0.9698 1.9544  C12 1.447, H59 0.960
42 H 1.8308 1.6102 -1.4072  O74 0.960
43 H -2.5048 -2.7154 -2.6661  C18 1.090
44 H 3.4230 5.4659 -0.5546  O36 0.960
45 C -1.8229 -2.2268 3.3863  C3 1.526, O8 1.417, H56 1.090, H66 1.090
46 H 0.8750 -2.8546 -1.0836  C10 1.090
47 H 3.8742 2.8268 -0.4002  C53 1.090
48 H 1.1143 1.2830 -4.5685  C51 1.090
49 H -1.1801 -0.2034 2.6240  C3 1.090
50 H 2.9357 -1.7220 -1.4393  C4 1.090
51 C 0.9503 0.2179 -4.7325  H11 1.090, O25 1.391, C26 1.581, H48 1.090
52 H 2.5855 4.8440 -2.4095  C80 1.090
53 C 3.8518 3.7579 -0.9665  O36 1.400, H39 1.090, H47 1.090, C80 1.564
54 H -0.3919 -1.6226 2.0033  C3 1.090
55 O -0.0791 4.2749 0.8427  C33 1.226
56 H -2.9053 -2.2394 3.5138  C45 1.090
57 H 1.2036 4.0802 -0.7458  O34 0.960
58 O -3.2681 -3.7076 0.4905  H14 0.960, C65 1.445
59 H 2.9632 -0.6510 1.2190  O41 0.960
60 H 4.0481 0.9095 1.3768  C12 1.090
61 H -3.8575 0.2204 1.1464  N31 1.010
62 O -6.3564 0.7320 2.7431  C7 1.176
63 H 1.3776 -4.7570 -2.9714  O83 0.960
64 H 5.1589 0.1613 2.4938  C12 1.090
65 C -3.6346 -3.1604 -0.7959  H1 1.090, H13 1.090, C18 1.554, O58 1.445
66 H -1.4950 -2.1146 4.4197  C45 1.090
67 H -1.7100 0.5586 -2.7408  O73 0.960
68 O 3.8513 -3.2422 -2.5341  C4 1.396, H15 0.960
69 H -4.8369 1.7724 1.2864  N31 1.010
70 H 1.2180 1.5664 0.8322  C30 1.090
71 N -1.5830 3.5797 2.3418  H5 1.010, C33 1.323, H75 1.010
72 H 2.2468 -2.0471 -3.0539  C4 1.090
73 O -1.4104 0.5039 -3.6512  C26 1.447, H67 0.960
74 O 1.7556 0.7245 -1.0445  C30 1.455, H42 0.960
75 H -1.6727 3.0767 3.2130  N71 1.010
76 H 2.0816 -4.1379 -0.9379  C10 1.090
77 H 3.0220 3.1290 -2.8083  C80 1.090
78 H 1.1502 4.8204 2.9155  N17 1.010
79 H 3.3512 0.1643 4.2794  C37 1.090
80 C 2.7103 3.8287 -2.0329  O34 1.427, H52 1.090, C53 1.564, H77 1.090
81 H -2.7371 -2.1086 1.2957  O6 0.960
82 O -1.3228 0.1603 -0.8031  C20 1.405, H27 0.960
83 O 0.8140 -4.0282 -2.7016  C10 1.472, H63 0.960
84 H -0.3937 1.9389 -1.0519  C20 1.090
85 H -5.4916 -1.4409 3.0753  N32 1.010
86 H 1.6076 1.4951 3.8463  O16 0.960

Properties
spin multiplicity = 1
SMILES = NC(N)=O.NC(N)=O.OCCO.OCCO.OCCO.OCCO.OCCO.OCCO.OCCO
electronic energy = -2062.322219 hartree
HOMO = -9.3 eV
strongest force on any atom = 0.1813 Eh/bohr
frontier orbital gap = 9.0792 eV
total charge = 0


2.
Below is 9 unconnected molecules or ions with the total composition C16H50O9, with properties calculated with the ωB97M-V functional and the def2-TZVPD basis.

Bonds (Å) are listed after each position.
Atoms and positions in Å:
1 H -2.1137 -1.5935 -1.5259  C4 1.090
2 H -3.1957 -0.0337 2.3612  C52 1.090
3 H -0.5347 0.8649 1.1059  C8 1.090
4 C -2.4665 -2.6213 -1.6109  H1 1.090, H7 1.090, C53 1.463, H65 1.090
5 H -2.1894 -3.8889 0.1423  C53 1.090
6 H 2.3989 -3.9092 -3.6242  C20 1.090
7 H -1.7295 -3.1486 -2.2167  C4 1.090
8 C -0.2836 0.5282 0.1000  H3 1.090, O31 1.361, H60 1.090, C64 1.541
9 C -4.0056 1.5001 -1.2347  C24 1.524, H46 1.090, H49 1.090, H72 1.090
10 O -3.2539 -2.0624 0.4130  H21 0.960, C53 1.398
11 H 2.6336 1.3924 4.3301  C61 1.090
12 H 1.2757 -0.8613 -0.6459  C64 1.090
13 H -1.2911 1.0061 -4.6636  C62 1.090
14 H 4.5882 -3.7585 -4.4532  C71 1.090
15 C 0.2508 -0.1484 -3.6987  H34 1.090, C62 1.553, H63 1.090, H68 1.090
16 H -0.1086 1.4485 -1.5831  O31 0.960
17 H 0.2587 -1.5183 0.6035  C64 1.090
18 H 2.3729 2.2736 1.9099  C59 1.090
19 O 2.5089 2.5085 -0.1514  H47 0.960, C59 1.429
20 C 2.8893 -2.9358 -3.6127  H6 1.090, H51 1.090, H57 1.090, C71 1.550
21 H -4.0466 -1.6321 0.0842  O10 0.960
22 H 0.9481 -0.3194 4.7449  C41 1.090
23 H 4.6672 1.0067 5.3742  O36 0.960
24 C -5.3401 0.7806 -1.0824  C9 1.524, H48 1.090, O58 1.414, H75 1.090
25 H -6.1264 -0.9772 -0.8288  O58 0.960
26 H 0.0698 4.7792 0.0635  O74 0.957
27 H 4.8305 2.8469 2.1799  C35 1.090
28 H -3.1026 -1.2506 3.6404  C52 1.090
29 H 0.3398 1.8041 -4.8772  C62 1.090
30 H 5.9917 -2.3637 -4.0219  O42 0.960
31 O 0.2237 1.5179 -0.6851  C8 1.361, H16 0.960
32 H -3.0302 0.9854 4.5343  C38 1.090
33 H 2.3813 0.9915 6.0242  C61 1.090
34 H 1.1995 0.0363 -3.1948  C15 1.090
35 C 4.2613 3.0270 1.2679  H27 1.090, H43 1.090, C59 1.517, H67 1.090
36 O 4.1818 0.2135 5.1360  H23 0.960, C61 1.454
37 H -0.8513 3.6607 0.5022  O74 0.957
38 C -2.1104 0.5381 4.1573  H32 1.090, C52 1.515, H66 1.090, H69 1.090
39 O -1.4196 -1.1467 2.5608  C52 1.425, H54 0.960
40 H 4.6031 -3.7260 -2.6106  C71 1.090
41 C 1.9975 -0.5997 4.6539  H22 1.090, H56 1.090, C61 1.514, H70 1.090
42 O 5.1397 -2.0387 -3.7219  H30 0.960, C71 1.370
43 H 4.9358 2.7635 0.4532  C35 1.090
44 H 1.5572 -0.4564 0.9887  C64 1.090
45 O -0.5037 2.0909 -3.1757  C62 1.405, H73 0.960
46 H -4.0501 2.5618 -1.4777  C9 1.090
47 H 1.5810 2.2633 -0.1288  O19 0.960
48 H -5.9308 1.4121 -0.4187  C24 1.090
49 H -3.5834 1.4105 -0.2337  C9 1.090
50 H 3.4116 1.0621 1.0508  C59 1.090
51 H 2.6711 -2.4635 -4.5705  C20 1.090
52 C -2.5453 -0.4737 3.1171  H2 1.090, H28 1.090, C38 1.515, O39 1.425
53 C -2.8798 -3.1881 -0.3271  C4 1.463, H5 1.090, O10 1.398, H55 1.090
54 H -1.6407 -1.7981 1.8912  O39 0.960
55 H -3.7068 -3.8917 -0.4227  C53 1.090
56 H 1.9854 -1.4322 5.3574  C41 1.090
57 H 2.5229 -2.2957 -2.8101  C20 1.090
58 O -5.3081 -0.5411 -0.5805  C24 1.414, H25 0.960
59 C 3.0746 2.0977 1.0946  H18 1.090, O19 1.429, C35 1.517, H50 1.090
60 H -1.2599 0.1708 -0.2275  C8 1.090
61 C 2.7866 0.6194 5.0833  H11 1.090, H33 1.090, O36 1.454, C41 1.514
62 C -0.3044 1.1968 -4.2414  H13 1.090, C15 1.553, H29 1.090, O45 1.405
63 H 0.6663 -0.8083 -4.4602  C15 1.090
64 C 0.7487 -0.6026 0.2725  C8 1.541, H12 1.090, H17 1.090, H44 1.090
65 H -3.3594 -2.4773 -2.2193  C4 1.090
66 H -1.6777 -0.0022 4.9993  C38 1.090
67 H 3.9486 4.0704 1.2295  C35 1.090
68 H -0.5229 -0.6564 -3.1229  C15 1.090
69 H -1.4416 1.2563 3.6829  C38 1.090
70 H 2.0830 -1.1050 3.6919  C41 1.090
71 C 4.4165 -3.1884 -3.5402  H14 1.090, C20 1.550, H40 1.090, O42 1.370
72 H -3.4942 0.8598 -1.9534  C9 1.090
73 H -0.5761 2.9438 -3.6102  O45 0.960
74 O -0.5183 4.5167 0.7716  H26 0.957, H37 0.957
75 H -5.8985 0.9089 -2.0097  C24 1.090

Properties
spin multiplicity = 1
SMILES = CCO.CCO.CCO.CCO.CCO.CCO.CCO.CCO.O
electronic energy = -1316.598803 hartree
HOMO = -9.1 eV
strongest force on any atom = 0.0585 Eh/bohr
frontier orbital gap = 9.4348 eV
total charge = 0


3.
Below is 9 unconnected molecules or ions with the total composition C16H51FNO13P2S9, with properties calculated with the ωB97M-V functional and the def2-TZVPD basis.

Bonds (Å) are listed after each position.
Atoms and positions in Å:
1 H 2.0156 -1.1090 3.5570  C30 1.092
2 H -0.1779 0.1439 2.9488  C25 1.093
3 S -0.2553 3.0925 4.2693  O49 1.500, C64 1.808, C89 1.809
4 C 1.0296 -1.3005 -1.7795  S36 1.809, H46 1.093, H77 1.093, H85 1.093
5 S 0.1467 -2.1981 2.5054  C25 1.809, C30 1.808, O67 1.500
6 H 2.1276 -0.2029 -4.1360  C10 1.092
7 S -4.6023 -1.5990 -1.8734  O39 1.500, C86 1.808, C91 1.809
8 H -1.4398 -0.5203 1.8799  C25 1.093
9 H -4.1877 -4.7384 -5.0411  C42 1.093
10 C 2.5085 -1.2203 -4.0206  H6 1.092, S36 1.808, H60 1.093, H71 1.092
11 O 0.0782 -5.6120 1.8714  P18 1.773, H33 1.013
12 H -0.5121 5.4395 4.7273  C64 1.092
13 O 0.0003 4.8125 0.2319  S47 1.500
14 O -4.7611 -7.0989 -0.2204  S16 1.578
15 H 2.3032 -1.3735 1.8092  C30 1.092
16 S -3.2513 -6.6504 -0.3195  O14 1.578, F32 1.715, N68 1.746, O73 1.552
17 C 6.1085 1.2704 1.1841  H34 1.093, S37 1.808, H45 1.092, H92 1.092
18 P 0.2458 -6.2424 0.2227  O11 1.773, P38 2.195, O69 1.775, O87 1.586
19 H 0.3509 4.5986 6.0523  C64 1.092
20 H -2.3030 -2.8940 -7.8951  C84 1.093
21 H 0.1759 -0.1581 1.2191  C25 1.093
22 H -2.7610 2.5188 0.4177  C58 1.093
23 H 4.1295 7.6210 1.3246  C93 1.093
24 H -3.5696 4.9801 0.6164  C82 1.092
25 C -0.3690 -0.5132 2.0970  H2 1.093, S5 1.809, H8 1.093, H21 1.093
26 H -3.1478 -2.9179 -3.2634  C91 1.093
27 H -3.0661 -3.4045 -1.5509  C91 1.093
28 H 3.6545 8.0122 4.3870  C75 1.092
29 H 1.2608 4.5203 3.0651  C89 1.093
30 C 1.8987 -1.8084 2.7261  H1 1.092, S5 1.808, H15 1.092, H66 1.093
31 H -1.8173 2.9874 -1.0307  C58 1.093
32 F -2.8628 -5.9225 1.1840  S16 1.715
33 H -0.4663 -4.7592 1.8243  O11 1.013
34 H 6.3706 0.8687 0.2024  C17 1.093
35 H 1.7165 2.8015 2.9460  C89 1.093
36 S 1.2374 -2.2772 -3.2876  C4 1.809, C10 1.808, O81 1.500
37 S 4.8374 0.2135 1.9170  C17 1.808, C59 1.809, O80 1.500
38 P -0.7953 -8.1742 0.1810  P18 2.195, H52 1.469, N68 1.784
39 O -4.4273 -0.9841 -0.5167  S7 1.500
40 H 4.1101 6.3304 2.5663  C93 1.093
41 O 1.3737 6.5876 3.3881  S53 1.500
42 C -4.5239 -5.1320 -6.0032  H9 1.093, H51 1.093, H54 1.093, S83 1.809
43 H -5.0991 0.4343 -3.0304  C86 1.093
44 H 2.0989 -6.7760 -0.9546  O69 1.017
45 H 5.7276 2.2878 1.0686  C17 1.092
46 H 0.2442 -1.7589 -1.1738  C4 1.093
47 S -1.2658 4.3443 0.8855  O13 1.500, C58 1.809, C82 1.808
48 H 3.1626 6.1462 1.0674  C93 1.093
49 O -0.0408 1.9019 5.1558  S3 1.500
50 H -2.2230 -1.9293 -2.0906  C91 1.093
51 H -5.3938 -4.5721 -6.3547  C42 1.093
52 H -1.1511 -8.4330 1.5821  P38 1.469
53 S 2.0858 7.6414 2.5934  O41 1.500, C75 1.808, C93 1.809
54 H -4.7934 -6.1846 -5.8881  C42 1.093
55 H -2.4784 6.3889 0.6229  C82 1.093
56 H -4.2988 -0.7442 -4.1009  C86 1.092
57 H -2.7777 -2.8752 -6.1776  C84 1.092
58 C -1.7791 2.8249 0.0491  H22 1.093, H31 1.093, S47 1.809, H70 1.093
59 C 4.6296 1.1902 3.4252  S37 1.809, H61 1.093, H62 1.093, H65 1.093
60 H 2.7706 -1.6220 -5.0022  C10 1.093
61 H 3.8442 0.7318 4.0309  C59 1.093
62 H 4.3404 2.2127 3.1712  C59 1.093
63 H 3.6601 9.3549 3.2018  C75 1.092
64 C -0.4733 4.5347 5.3381  S3 1.808, H12 1.092, H19 1.092, H74 1.093
65 H 5.5650 1.1937 3.9899  C59 1.093
66 H 2.4341 -2.7330 2.9546  C30 1.093
67 O 0.0212 -3.0223 1.2587  S5 1.500
68 N -2.3426 -8.0912 -0.7035  S16 1.746, P38 1.784
69 O 1.9978 -6.4068 -0.0123  P18 1.775, H44 1.017
70 H -1.0501 2.0420 0.2717  C58 1.093
71 H 3.3952 -1.2193 -3.3826  C10 1.092
72 H 2.3334 9.2090 4.3826  C75 1.093
73 O -3.1649 -5.7020 -1.5448  S16 1.552
74 H -1.4149 4.4253 5.8813  C64 1.093
75 C 3.0336 8.6520 3.7555  H28 1.092, S53 1.808, H63 1.092, H72 1.093
76 H -3.3396 0.1789 -2.9028  C86 1.092
77 H 1.9650 -1.2970 -1.2148  C4 1.093
78 O -3.7382 -5.4039 -8.5448  S83 1.500
79 H -4.0261 -2.7651 -7.4571  C84 1.092
80 O 3.5900 0.3750 1.1002  S37 1.500
81 O -0.0100 -2.1157 -4.1044  S36 1.500
82 C -2.6153 5.3694 0.2546  H24 1.092, S47 1.808, H55 1.093, H88 1.092
83 S -3.1813 -5.0101 -7.2091  C42 1.809, O78 1.500, C84 1.808
84 C -3.0661 -3.2057 -7.1780  H20 1.093, H57 1.092, H79 1.092, S83 1.808
85 H 0.7404 -0.2780 -2.0335  C4 1.093
86 C -4.2985 -0.3058 -3.1003  S7 1.808, H43 1.093, H56 1.092, H76 1.092
87 O -0.2351 -5.2187 -0.8888  P18 1.586
88 H -2.6015 5.3746 -0.8377  C82 1.092
89 C 1.3597 3.5842 3.6198  S3 1.809, H29 1.093, H35 1.093, H90 1.093
90 H 2.0707 3.7071 4.4402  C89 1.093
91 C -3.1085 -2.5530 -2.2343  S7 1.809, H26 1.093, H27 1.093, H50 1.093
92 H 6.9952 1.2714 1.8221  C17 1.092
93 C 3.5189 6.8591 1.8149  H23 1.093, H40 1.093, H48 1.093, S53 1.809

Properties
spin multiplicity = 1
electronic energy = -6039.144011 hartree
HOMO = -5.3 eV
strongest force on any atom = 0.1520 Eh/bohr
frontier orbital gap = 6.4939 eV
total charge = -1